[1]
Here is a structure of composition C32H50CuN7OP2 in a non-equilibrium geometry from the Open Molecules 2025 dataset. Energies are from the ωB97M-V functional and the def2-TZVPD basis.

Calculated values
Relative energy (zero: lowest compared OMol25 entry of this formula, charge and spin) (kJ/mol): 0.0
HOMO (spin up / spin down) (eV): -9.41 / -9.38
Net charge: +1
HOMO-LUMO gap (spin up / spin down) (Eh): 0.2586 / 0.1974
Spin multiplicity: 2
Expectation value of S²: 0.79
Strongest force on any atom (Eh/bohr): 0.0943

Each line ends with the Mulliken charge.
Element x y z (Å)
C 3.07 -0.86 -0.25  0.533
C 2.43 1.34 -0.76  0.334
C 4.39 -0.60 -0.59  -0.899
C 3.80 1.70 -0.91  -1.137
C 4.77 0.73 -0.84  -0.955
H 5.10 -1.42 -0.58  0.553
H 4.01 2.73 -1.20  0.520
H 5.81 0.98 -1.02  0.462
N 2.14 0.10 -0.25  1.654
P 1.21 -1.99 1.35  0.235
P -0.29 1.93 -1.56  0.414
C 2.60 -2.25 0.17  -1.884
H 2.25 -2.83 -0.70  0.517
H 3.43 -2.83 0.61  0.708
C -1.56 -0.04 0.58  1.084
O -2.69 0.19 0.45  -0.417
C 1.42 2.20 -1.25  -1.483
H 1.81 3.19 -1.51  0.442
C -0.28 1.84 -3.50  1.958
C -1.23 3.57 -1.04  1.990
C 0.17 -3.53 1.43  2.001
C 2.13 -1.64 2.96  2.502
C -1.49 0.99 -3.88  -1.632
H -2.44 1.46 -3.58  0.299
H -1.52 0.85 -4.97  0.499
H -1.47 0.00 -3.41  0.164
C -0.34 3.21 -4.19  -2.098
H -1.27 3.76 -3.99  0.367
H 0.53 3.82 -3.93  0.395
H -0.29 3.04 -5.28  0.540
C 1.04 1.24 -3.99  -1.000
H 0.95 1.02 -5.06  0.669
H 1.87 1.94 -3.83  0.334
H 1.31 0.31 -3.48  -0.672
C -2.67 3.50 -1.59  -1.736
H -3.17 2.57 -1.28  0.279
H -3.24 4.35 -1.18  0.523
H -2.71 3.57 -2.69  0.256
C -1.30 3.61 0.49  -1.768
H -1.76 2.70 0.89  0.198
H -0.30 3.73 0.92  0.296
H -1.91 4.47 0.81  0.675
C -0.53 4.86 -1.48  -1.880
H -0.45 4.98 -2.56  0.273
H -1.13 5.70 -1.11  0.548
H 0.47 4.93 -1.04  0.333
C 1.13 -1.69 4.13  -1.875
H 1.58 -1.18 5.00  0.531
H 0.20 -1.16 3.88  0.217
H 0.91 -2.72 4.45  0.287
C 2.69 -0.21 2.88  -1.112
H 3.56 -0.14 2.21  0.267
H 1.92 0.48 2.53  -0.403
H 3.02 0.11 3.88  0.665
C 3.30 -2.60 3.19  -1.891
H 3.75 -2.36 4.17  0.520
H 3.00 -3.65 3.22  0.260
H 4.09 -2.48 2.44  0.346
C -0.22 -3.96 0.00  -1.731
H 0.65 -4.17 -0.62  0.364
H -0.83 -4.87 0.07  0.633
H -0.82 -3.19 -0.50  0.119
C -1.13 -3.19 2.20  -1.334
H -1.68 -2.36 1.72  0.164
H -1.76 -4.08 2.22  0.529
H -0.93 -2.90 3.24  0.332
C 0.94 -4.66 2.12  -1.818
H 1.93 -4.82 1.67  0.292
H 1.06 -4.49 3.20  0.300
H 0.37 -5.59 2.00  0.538
Cu 0.22 -0.29 0.22  -0.206
N 0.01 -1.01 -1.57  0.107
C 0.52 -1.48 -2.52  0.716
C 0.67 -2.31 -3.67  -0.046
C -0.34 -3.28 -3.85  -0.377
C 1.70 -2.19 -4.62  -0.101
C -0.28 -4.15 -4.93  -0.860
H -1.17 -3.32 -3.15  0.375
C 1.74 -3.06 -5.71  -0.905
H 2.45 -1.40 -4.51  0.446
C 0.75 -4.04 -5.87  -0.368
H -1.05 -4.91 -5.05  0.410
H 2.54 -2.97 -6.45  0.405
H 0.78 -4.71 -6.73  0.411
N -2.56 0.94 4.86  -0.737
N -1.71 1.36 3.86  0.759
N -0.75 2.31 4.13  -0.874
C 0.12 2.06 3.16  -0.407
N -0.22 1.01 2.39  0.327
N -1.33 0.49 2.92  -0.325
H -3.36 0.48 4.43  0.253
H -2.81 1.72 5.45  0.298
H 1.02 2.65 3.01  0.503

[2]
Here is a structure of composition C32H50P2Re in a non-equilibrium geometry from the Open Molecules 2025 dataset. Energies are from the ωB97M-V functional and the def2-TZVPD basis.

Calculated values
Relative energy (zero: lowest compared OMol25 entry of this formula, charge and spin) (kJ/mol): 0.0
HOMO (spin up / spin down) (eV): -13.75 / -13.84
Net charge: +2
HOMO-LUMO gap (spin up / spin down) (Eh): 0.3269 / 0.2079
Spin multiplicity: 4
Expectation value of S²: 3.82
Strongest force on any atom (Eh/bohr): 0.1615

Each line ends with the Mulliken charge.
Element x y z (Å)
Re 0.02 -0.35 0.23  -0.575
C -1.18 -2.09 -0.11  0.895
C -0.04 -2.20 -0.97  0.083
C 0.74 -2.08 1.20  0.264
C -0.70 -2.09 1.24  0.188
C 1.15 -2.16 -0.17  0.965
C -2.60 -2.17 -0.55  -1.095
H -2.73 -1.73 -1.54  0.272
H -3.26 -1.66 0.16  0.329
H -2.92 -3.21 -0.60  0.356
C -1.53 -2.20 2.47  -0.977
H -2.60 -2.22 2.23  0.387
H -1.35 -1.34 3.13  -0.010
H -1.28 -3.11 3.04  0.355
C 1.65 -2.09 2.39  -0.884
H 1.83 -3.12 2.73  0.398
H 1.22 -1.53 3.22  -0.001
H 2.62 -1.64 2.15  0.255
C 2.52 -2.42 -0.68  -1.297
H 2.70 -3.50 -0.76  0.295
H 3.28 -2.00 -0.02  0.408
H 2.65 -1.99 -1.68  0.334
C -0.09 -2.45 -2.44  -0.463
H -0.35 -3.50 -2.66  0.307
H 0.87 -2.22 -2.91  -0.107
H -0.84 -1.82 -2.93  -0.056
C -0.21 1.71 -3.19  0.249
C -0.79 0.55 -3.55  0.671
C -0.68 -0.04 -4.93  -1.324
C 0.69 -0.66 -5.35  -1.292
C 1.84 -0.54 -4.37  -0.510
C 2.39 0.63 -4.03  -0.255
C 1.95 1.94 -4.63  -1.161
C 0.60 2.54 -4.14  -1.427
H -0.95 0.72 -5.68  0.460
H 0.98 -0.19 -6.31  0.494
H -1.43 -0.85 -5.00  0.363
H 0.00 2.78 -5.03  0.508
H -0.36 2.15 -2.20  0.063
H -1.48 0.03 -2.87  0.290
H 0.83 3.49 -3.63  0.355
H 2.74 2.68 -4.40  0.436
H 3.30 0.68 -3.42  0.586
H 1.91 1.84 -5.73  0.390
H 0.54 -1.73 -5.55  0.303
H 2.31 -1.50 -4.10  1.010
P -2.13 1.21 0.33  1.060
C -3.23 0.82 1.76  -0.946
H -3.98 1.61 1.84  0.617
H -2.61 0.79 2.66  0.036
H -3.72 -0.16 1.63  0.252
C -1.77 2.95 0.70  -1.130
H -2.71 3.44 1.00  0.585
H -1.36 3.45 -0.19  0.364
H -1.05 3.00 1.52  0.093
C -3.28 1.28 -1.07  -1.326
H -2.79 1.78 -1.92  0.324
H -4.18 1.84 -0.77  0.545
H -3.57 0.28 -1.39  0.291
P 2.02 1.31 0.45  1.580
C 3.58 0.62 -0.21  -1.398
H 4.30 1.44 -0.35  0.564
H 3.39 0.13 -1.17  0.047
H 3.99 -0.11 0.50  0.389
C 1.95 2.85 -0.51  -1.244
H 2.17 2.64 -1.57  0.122
H 2.71 3.54 -0.11  0.603
H 0.97 3.32 -0.44  0.239
C 2.52 1.88 2.12  -1.531
H 3.48 2.41 2.09  0.560
H 2.59 1.02 2.79  0.318
H 1.73 2.52 2.53  0.375
C -0.10 0.58 1.99  -0.143
C -0.23 0.88 3.20  0.103
C -0.28 0.99 4.60  0.298
C -0.18 -0.16 5.43  0.035
C -0.29 -0.02 6.81  -0.993
C -0.51 1.25 7.37  -0.420
C -0.58 2.39 6.56  -0.797
C -0.47 2.27 5.18  -0.283
H -0.03 -1.14 4.96  0.319
H -0.22 -0.90 7.44  0.427
H -0.61 1.34 8.46  0.416
H -0.73 3.37 7.00  0.414
H -0.53 3.14 4.51  0.400

[3]
Here is a cluster of 6 separate species, C32H51BCl3F9N4O16PS in total in a non-equilibrium geometry from the Open Molecules 2025 dataset. Energies are from the ωB97M-V functional and the def2-TZVPD basis.

Calculated values
HOMO (eV): -4.23
Net charge: -1
HOMO-LUMO gap (Eh): 0.0576
Strongest force on any atom (Eh/bohr): 0.1871

Each line ends with the Mulliken charge.
Element x y z (Å)
C 0.41 -1.12 -3.66  -0.638
C 1.56 -1.95 -3.25  -0.378
C 2.21 -2.20 -1.78  -0.077
C 2.24 -0.97 -0.71  1.670
N 3.24 -1.31 0.36  0.245
C 3.34 -2.76 0.74  0.417
O 4.59 -3.28 0.82  -0.579
F 2.24 -3.68 1.09  -0.155
C 3.07 -0.59 1.66  0.656
O 2.45 -1.19 2.72  -0.633
F 3.63 0.77 2.00  -0.270
C 2.84 0.53 -1.17  0.151
C 3.26 0.84 -2.71  -0.909
C 4.55 -0.10 -3.22  0.069
C 5.26 0.52 -4.60  -0.646
C 5.26 -0.71 -5.74  -0.549
S 6.46 -2.10 -5.33  1.075
O 6.39 -3.10 -6.54  -0.591
O 7.94 -1.67 -5.22  -0.612
O 6.05 -3.01 -3.95  -0.485
C 1.95 1.76 -0.48  -0.302
C 2.39 3.37 -0.44  -0.875
C 1.96 4.07 -1.89  -0.349
O 0.72 4.89 -1.76  -0.331
C 0.19 4.89 -3.17  0.254
O 0.76 5.68 -4.12  -0.485
N 0.83 1.17 0.08  1.184
C -0.16 2.02 0.84  -0.225
C 0.08 2.51 2.43  -0.504
C -1.12 3.41 3.06  -0.228
N -2.42 3.87 2.50  -0.108
C -2.69 3.47 1.09  -0.849
C -1.60 2.60 0.26  -0.489
C 0.76 -0.34 -0.22  -1.287
C -0.14 -1.28 0.83  -0.216
C -1.77 -1.09 0.50  -0.486
P -2.37 -2.73 -0.35  0.681
O -1.52 -2.81 -1.72  -0.628
O -4.04 -2.69 -0.83  -0.428
C -4.81 -1.68 -0.09  -0.092
C -4.95 -2.09 1.50  -0.594
O -2.06 -4.14 0.65  -0.191
C -1.12 -5.07 0.00  0.319
C -1.81 -5.98 -1.21  -0.804
H -0.56 -1.55 -4.21  0.222
H 0.35 0.05 -3.42  0.050
H 2.05 -2.58 -4.14  0.331
H 3.34 -2.49 -1.99  0.622
H 1.59 -3.12 -1.34  -0.058
H 3.88 0.72 -0.62  0.329
H 3.69 1.95 -2.73  0.472
H 2.38 0.84 -3.49  -0.069
H 4.23 -1.19 -3.49  -0.143
H 5.34 -0.03 -2.36  0.276
H 6.39 0.71 -4.36  0.268
H 4.69 1.46 -4.99  0.377
H 5.43 -0.32 -6.83  0.398
H 4.17 -1.19 -5.69  0.280
H 6.51 -2.67 -3.12  0.369
H 3.55 3.51 -0.31  0.399
H 1.86 3.97 0.42  0.417
H 2.84 4.68 -2.39  0.331
H 1.69 3.21 -2.67  0.188
H -0.70 4.21 -3.52  0.362
H 1.06 2.20 3.03  0.219
H -0.91 3.78 4.19  0.260
H -3.72 3.81 0.60  0.780
H -1.87 2.34 -0.87  0.373
H -0.05 -0.28 -1.10  0.612
H 0.07 -2.42 0.66  -0.230
H -0.02 -0.93 1.95  0.299
H -2.34 -0.94 1.53  0.405
H -2.00 -0.13 -0.13  0.246
H -5.91 -1.71 -0.55  0.309
H -4.42 -0.59 -0.27  0.131
H -4.72 -1.15 2.17  0.215
H -6.08 -2.40 1.68  0.332
H -4.28 -3.02 1.81  0.124
H -0.79 -5.87 0.82  0.350
H -0.11 -4.57 -0.36  -0.373
H -2.95 -5.72 -1.31  0.205
H -1.58 -7.12 -1.11  0.296
H -1.30 -5.60 -2.22  0.216
B -4.18 -5.18 4.02  0.556
F -3.90 -5.37 5.43  -0.393
F -5.62 -5.16 3.80  -0.408
F -3.60 -3.92 3.57  -0.348
F -3.59 -6.28 3.26  -0.417
O -5.35 4.23 -0.04  -0.745
Cl -6.58 4.13 -0.80  1.659
O -7.27 2.91 -0.45  -0.658
O -6.26 4.12 -2.22  -0.683
O -7.42 5.27 -0.51  -0.654
N 4.08 -3.17 4.53  -0.388
H 3.73 -2.91 5.47  0.413
H 3.71 -2.51 3.84  0.149
H 5.10 -3.13 4.53  0.410
H 3.76 -4.12 4.31  0.416
C 5.56 -3.63 -10.02  -0.032
Cl 4.49 -2.23 -9.88  -0.162
Cl 6.90 -3.31 -11.12  -0.160
H 5.96 -3.87 -9.03  0.094
H 4.98 -4.48 -10.39  0.272
C -5.53 4.65 8.40  -0.997
C -5.03 3.51 7.53  -0.266
O -5.01 3.83 6.14  -0.414
C -3.91 4.60 5.61  0.492
O -2.74 4.07 5.96  -0.873
C -4.01 6.15 5.92  0.636
F -5.31 6.57 5.86  -0.288
F -3.35 6.89 4.98  -0.288
F -3.54 6.53 7.13  -0.273
H -6.37 5.18 7.93  0.226
H -5.84 4.28 9.38  0.413
H -4.74 5.38 8.58  0.202
H -5.75 2.69 7.63  0.292
H -4.08 3.12 7.89  0.255
H -4.15 4.59 4.54  0.040